Record 1
{"formula": "C2H4FNO", "method": "ωB97M-V/def2-TZVPD", "elements": ["C", "C", "N", "O", "F", "H", "H", "H", "H"], "xyz": [[-0.73, -0.54, 1.22], [0.34, 0.21, -1.10], [0.48, -0.01, 0.30], [-1.61, -1.18, 0.76], [1.11, 1.05, 0.96], [-0.52, -0.25, 2.25], [-0.45, -0.45, -1.46], [0.09, 1.25, -1.34], [1.29, -0.06, -1.58]], "orbital_gap_ev": 10.4, "lumo_ev": 0.88, "homo_energy_ev": -9.5, "energy_ha": -308.37019}



Record 2
{"formula": "C2H4FP", "method": "ωB97M-V/def2-TZVPD", "elements": ["C", "C", "F", "P", "H", "H", "H", "H"], "xyz": [[0.20, 0.18, 0.72], [-0.06, 0.12, -0.74], [2.83, -0.78, 0.09], [1.90, 0.58, -0.18], [-0.21, 1.01, 1.29], [0.46, -0.83, 0.99], [-0.13, -0.87, -1.21], [-0.37, 0.95, -1.31]], "orbital_gap_ev": 10.0, "lumo_ev": 1.13, "homo_energy_ev": -8.9, "energy_ha": -519.78362}



Record 3
{"formula": "C2H4FPS", "method": "ωB97M-V/def2-TZVPD", "elements": ["C", "C", "F", "P", "S", "H", "H", "H", "H"], "xyz": [[-0.35, 0.90, 1.90], [0.36, 0.11, -0.99], [0.50, 1.84, 1.52], [-0.79, 0.61, 3.47], [-0.96, -0.16, 0.19], [-0.06, -0.22, -1.94], [1.22, -0.51, -0.74], [0.63, 1.16, -1.05], [-1.62, -0.47, 3.17]], "orbital_gap_ev": 9.1, "lumo_ev": 0.29, "homo_energy_ev": -8.8, "energy_ha": -917.92587}



Record 4
{"formula": "C2H4FeLiO", "method": "ωB97M-V/def2-TZVPD", "elements": ["C", "H", "C", "H", "H", "O", "Li", "Fe", "H"], "xyz": [[0.03, 0.42, -0.10], [0.63, 0.87, -0.90], [-0.81, 1.18, 0.65], [-0.76, 2.27, 0.59], [-1.68, 0.74, 1.15], [0.15, -0.90, 0.10], [0.75, -2.27, -1.01], [0.08, -0.68, 1.95], [1.61, -1.63, -2.43]], "orbital_gap_ev": [7.8, 5.9], "lumo_ev": [-4.45, -5.58], "homo_energy_ev": [-12.3, -11.5], "spin_multiplicity": 5, "s2": 6.088, "charge": 1, "energy_ha": -1424.67685}



Record 5
{"formula": "C2H4FeO3", "method": "ωB97M-V/def2-TZVPD", "elements": ["O", "C", "Fe", "O", "O", "H", "C", "H", "H", "H"], "xyz": [[-0.79, -1.00, -0.94], [-0.65, -0.49, 0.17], [-2.34, 0.54, -1.24], [0.23, 0.42, 0.40], [-1.83, -0.12, 0.71], [-1.89, -0.13, 1.67], [1.58, 0.23, -0.11], [1.56, 0.48, -1.17], [2.20, 0.89, 0.50], [1.94, -0.80, 0.00]], "orbital_gap_ev": [8.4, 7.6], "lumo_ev": [-12.72, -13.48], "homo_energy_ev": [-21.1, -21.1], "spin_multiplicity": 5, "s2": 6.005, "charge": 2, "energy_ha": -1567.18965}



Record 6
{"formula": "C2H4HgO2", "method": "ωB97M-V/def2-TZVPD", "elements": ["H", "O", "C", "C", "H", "H", "H", "O", "Hg"], "xyz": [[-0.60, -1.07, -0.40], [0.03, -0.64, 0.21], [0.45, 0.60, -0.27], [0.02, 1.13, -1.40], [1.11, 1.10, 0.44], [0.40, 2.10, -1.70], [-0.79, 0.67, -1.98], [-0.81, -2.48, 3.12], [0.18, -1.41, 1.97]], "orbital_gap_ev": [9.1, 8.3], "lumo_ev": [-5.91, -6.70], "homo_energy_ev": [-15.0, -15.0], "spin_multiplicity": 2, "s2": 0.760, "charge": 1, "energy_ha": -382.02657}